(1)
# C7H19NO3

4 unconnected molecules or ions with the total composition C7H19NO3 in a non-equilibrium geometry (ωB97M-V with the def2-TZVPD basis set, OMol25).

Each line ends with the Löwdin charge.
Cartesian coordinates (Å):
1 O -0.948 3.177 2.237  -0.164
2 O 3.798 0.744 -2.318  -0.199
3 O 2.029 1.951 0.477  -0.286
4 N 1.290 -0.148 2.106  -0.001
5 C -0.899 -0.836 1.140  -0.180
6 C -2.388 -1.101 -0.903  -0.146
7 C 1.205 -2.130 0.700  -0.099
8 C -3.003 -0.574 -2.111  -0.214
9 C 0.638 -0.700 0.932  -0.461
10 C -2.368 -0.229 -3.236  -0.035
11 C -1.780 -0.385 0.033  -0.126
12 H -0.224 3.128 1.597  -0.013
13 H 0.820 -2.505 -0.252  0.064
14 H 3.057 0.142 -2.563  -0.005
15 H -1.127 -0.275 2.051  0.099
16 H -1.613 0.678 -0.175  0.105
17 H 2.278 -2.158 0.487  0.061
18 H -4.045 -0.248 -2.128  0.089
19 H 2.366 1.358 1.161  -0.029
20 H -1.602 3.692 1.726  0.016
21 H 1.879 -0.836 2.564  0.061
22 H 0.747 0.272 2.846  0.063
23 H 0.829 -2.701 1.548  0.068
24 H -2.886 0.395 -3.954  0.041
25 H 0.839 -0.124 0.032  0.089
26 H 2.670 2.619 0.219  -0.029
27 H 3.395 1.205 -1.542  -0.014
28 H -1.097 -1.890 1.368  0.100
29 H -1.298 -0.355 -3.344  0.039
30 H -2.560 -2.164 -0.697  0.104

Atomic forces in eV per Å
O -0.517 0.410 -0.524
O -1.126 -0.269 0.479
O -0.848 0.042 -0.587
N 1.111 -0.265 0.525
C -0.321 -0.654 0.943
C -0.492 -1.312 1.025
C -0.500 1.011 -0.881
C -0.243 1.387 -1.417
C -0.324 -1.177 -0.161
C 0.190 0.294 0.944
C 1.559 1.268 -1.092
H 0.456 -0.244 0.047
H -0.518 -0.196 0.188
H 0.693 0.466 0.060
H -0.205 0.053 -0.130
H -0.376 -0.101 -0.042
H 0.088 0.137 0.816
H -0.080 -0.453 0.513
H 0.245 0.082 0.221
H 0.221 -0.299 0.436
H -0.051 0.075 -0.211
H -0.521 0.221 -0.422
H 0.572 -0.545 -0.110
H -0.028 -0.362 -0.309
H 0.065 0.461 0.130
H 0.446 0.184 0.220
H 0.408 -0.202 -0.518
H -0.144 0.028 0.083
H 0.011 -0.120 -0.108
H 0.229 0.078 -0.115

Its energy relative to the best compared isomer or geometry (same formula, charge and spin) is 74.8 kJ/mol. For the HOMO energy (alpha / beta), the calculation gives 0.8340 / -6.4242 eV. Its molecular weight is 165.23 g mol⁻¹. Its charge is -1. Its spin multiplicity is 2. As for the gap between HOMO and LUMO (alpha / beta): 2.491 / 9.623 eV. The total energy comes out at -15197.2425 eV. For the strongest force on any atom, the calculation gives 2.29 eV/Å.

---

(2)
# C7H19NO3Tl

A molecular structure, C7H19NO3Tl in a non-equilibrium geometry (ωB97M-V with the def2-TZVPD basis set, OMol25).

Each line ends with the Löwdin charge.
Cartesian coordinates (Å):
1 Tl -29.103 26.371 -26.449  1.331
2 O -26.474 27.035 -27.997  -0.152
3 O -27.677 28.610 -25.524  -0.283
4 O -28.649 23.863 -27.760  -0.205
5 N -28.949 28.848 -27.915  0.012
6 C -27.706 29.893 -26.091  -0.150
7 C -25.202 26.386 -28.089  0.026
8 C -28.834 30.044 -27.101  -0.086
9 C -27.960 28.663 -28.944  -0.104
10 C -28.277 22.538 -27.374  -0.064
11 C -26.720 28.471 -24.456  0.010
12 C -26.498 28.289 -28.580  -0.140
13 H -26.954 27.626 -23.807  0.123
14 H -24.906 26.275 -29.138  0.138
15 H -26.187 29.015 -27.805  0.149
16 H -25.181 25.419 -27.595  0.117
17 H -25.891 28.456 -29.473  0.176
18 H -29.881 28.914 -28.345  0.180
19 H -28.894 22.126 -26.582  0.109
20 H -28.546 30.923 -27.702  0.192
21 H -28.432 21.891 -28.256  0.132
22 H -26.701 30.255 -26.369  0.163
23 H -24.439 27.009 -27.600  0.137
24 H -26.566 29.371 -23.864  0.128
25 H -28.274 23.967 -28.649  0.108
26 H -29.794 30.217 -26.612  0.167
27 H -27.213 22.368 -27.167  0.113
28 H -25.764 28.180 -24.916  0.122
29 H -28.269 27.967 -29.729  0.161
30 H -28.002 30.557 -25.252  0.199
31 H -27.823 29.579 -29.549  0.190

Atomic forces in eV per Å
Tl 0.150 -0.482 -0.389
O 0.126 0.328 -0.065
O -0.157 0.312 0.361
O 0.138 0.325 0.107
N -0.373 1.898 -1.570
C -0.045 -0.223 1.346
C 0.945 -0.289 -0.201
C 0.442 -0.851 0.405
C 0.440 -0.706 -1.108
C 0.135 -1.413 -0.477
C 1.275 -0.640 -0.181
C -0.946 0.337 0.686
H -0.614 0.099 -0.148
H -0.064 0.001 0.003
H 0.125 0.229 -0.017
H -0.587 0.023 -0.016
H 0.370 -0.405 0.110
H -0.036 -0.938 0.214
H -0.106 0.523 0.163
H -0.287 -0.059 -0.165
H -0.183 0.090 0.042
H 0.028 -0.079 -0.119
H -0.123 0.153 -0.080
H -0.304 0.154 -0.161
H -0.117 0.236 0.144
H 0.091 0.176 -0.043
H -0.014 0.590 0.227
H 0.074 0.265 0.058
H -0.462 -0.396 0.578
H 0.047 0.308 -0.218
H 0.033 0.433 0.512

Its energy relative to the best compared isomer or geometry (same formula, charge and spin) is 77.4 kJ/mol. For the HOMO energy, the calculation gives -20.3536 eV. Its molecular weight is 369.62 g mol⁻¹. Its charge is +3. Its spin multiplicity is 1. As for the gap between HOMO and LUMO: 3.126 eV. The total energy comes out at -19855.8432 eV. For the strongest force on any atom, the calculation gives 2.49 eV/Å.

---

(3)
# C7H19NO7PS

2 unconnected molecules or ions with the total composition C7H19NO7PS in a non-equilibrium geometry (ωB97M-V with the def2-TZVPD basis set, OMol25).

Each line ends with the Löwdin charge.
Cartesian coordinates (Å):
1 S 4.595 -0.906 -3.750  0.672
2 P -2.151 0.215 0.332  0.414
3 O 3.182 -1.650 -4.084  -0.202
4 O 4.659 0.318 -4.515  -0.247
5 O 5.644 -1.901 -3.766  -0.252
6 O -0.597 1.041 0.159  -0.371
7 O 4.274 -0.530 -2.197  -0.196
8 O -4.728 1.150 2.687  -0.174
9 O -1.814 -0.241 2.015  -0.394
10 N 1.176 -1.585 1.108  -0.032
11 C -0.744 0.631 2.602  -0.189
12 C 2.901 -0.801 -1.916  -0.181
13 C 0.292 0.912 1.324  -0.337
14 C -3.213 1.757 0.711  -0.324
15 C -4.744 1.360 1.213  -0.289
16 C 1.556 -0.130 1.295  -0.233
17 C 2.507 -1.933 -2.861  -0.167
18 H 1.428 -1.986 -3.019  0.141
19 H -1.133 1.739 2.795  0.107
20 H -0.064 0.170 3.446  0.117
21 H -2.477 0.543 -1.063  -0.037
22 H 2.774 -1.076 -0.866  0.090
23 H -5.422 2.310 0.979  0.101
24 H -3.772 1.243 2.978  0.069
25 H -3.358 -0.621 0.275  -0.025
26 H -5.217 0.465 0.625  0.099
27 H 2.869 -2.898 -2.491  0.131
28 H -2.740 2.493 1.517  0.077
29 H 2.326 0.106 -2.126  0.141
30 H 0.810 1.973 1.490  0.137
31 H 2.325 0.171 0.446  0.086
32 H -1.538 -0.956 -0.279  -0.045
33 H 1.453 -2.069 1.992  0.061
34 H -3.364 2.428 -0.263  0.086
35 H 0.163 -1.709 0.881  0.046
36 H 2.139 -0.035 2.324  0.119

Atomic forces in eV per Å
S -0.163 0.008 0.230
P -1.297 -1.125 -2.676
O 0.957 0.917 -0.125
O 0.204 -1.633 0.662
O -0.975 1.427 -0.151
O 1.778 -0.367 2.371
O 0.682 -0.581 -1.237
O 1.123 0.199 -1.276
O 2.226 2.077 1.331
N 0.365 0.655 0.897
C 0.847 0.521 -2.530
C -1.003 0.023 0.043
C -0.233 1.148 0.655
C -1.547 1.919 0.785
C 0.800 1.726 -0.237
C -0.154 0.362 -0.275
C -0.091 -0.326 0.868
H 0.253 0.144 -0.161
H 0.539 -2.485 0.283
H -2.012 0.686 -1.294
H 0.433 -0.028 0.015
H 0.168 -0.096 -0.297
H 1.197 -1.896 0.658
H -1.689 -0.411 -0.822
H 0.164 0.382 0.776
H 1.180 1.408 1.337
H -0.087 0.095 0.048
H -1.148 -1.299 -1.371
H -0.035 -0.134 0.053
H -1.023 -2.013 -0.277
H -1.642 -0.230 1.793
H 0.673 -0.284 0.754
H -0.908 0.357 -1.286
H 0.579 -1.554 1.965
H 1.073 0.330 0.538
H -1.234 0.076 -2.047

For the HOMO energy, the calculation gives -4.3508 eV. Its molecular weight is 292.27 g mol⁻¹. Its charge is -1. Its spin multiplicity is 1. As for the gap between HOMO and LUMO: 7.085 eV. The total energy comes out at -43509.7870 eV. For the strongest force on any atom, the calculation gives 3.32 eV/Å.

---

(4)
# C7H20BCl2F3N2O4SSi2

A molecular structure, C7H20BCl2F3N2O4SSi2 (ωB97M-V with the def2-TZVPD basis set, OMol25).

Each line ends with the Löwdin charge.
Cartesian coordinates (Å):
1 Cl -4.413 -2.126 -0.977  0.559
2 Cl -5.753 1.023 -1.204  0.545
3 S 2.739 1.103 -3.168  0.592
4 Si 0.968 -1.111 0.696  0.648
5 Si 2.317 0.706 -1.040  0.516
6 F 0.134 1.479 -3.537  0.119
7 F 0.985 -0.208 -4.653  0.147
8 F 1.409 1.844 -5.270  0.139
9 O 3.271 2.430 -3.280  -0.329
10 O 1.115 0.739 3.009  0.088
11 O 3.590 0.038 -3.615  -0.325
12 O 1.493 -0.691 -0.861  -0.407
13 N -1.571 -0.638 -0.514  -0.185
14 N 3.314 -0.213 2.449  -0.162
15 C -5.925 -1.536 -0.239  -0.663
16 C 1.197 1.036 -4.223  -0.678
17 C -0.927 -0.985 0.758  -0.299
18 C 3.939 1.087 2.706  -0.099
19 C -6.635 -0.521 -1.098  -0.664
20 C 3.611 -1.166 3.544  -0.062
21 C -1.790 0.780 -0.729  -0.132
22 B 1.888 -0.085 2.185  -0.629
23 H -6.781 -0.892 -2.108  0.067
24 H 1.585 1.824 -0.408  0.007
25 H -5.680 -1.128 0.738  0.067
26 H 3.774 1.782 1.888  0.072
27 H -1.194 -0.238 1.494  0.064
28 H -7.609 -0.297 -0.665  0.071
29 H 3.582 1.565 3.615  0.088
30 H 4.413 -0.759 4.144  0.081
31 H -1.019 1.265 -1.332  0.051
32 H 0.825 1.501 2.498  0.098
33 H 2.771 -1.337 4.211  0.085
34 H -1.905 1.312 0.205  0.078
35 H -1.320 -1.939 1.098  0.068
36 H -2.722 0.913 -1.269  0.041
37 H -6.569 -2.402 -0.102  0.070
38 H -1.101 -1.057 -1.299  0.085
39 H 3.659 0.595 -0.455  0.012
40 H 5.010 0.939 2.766  0.089
41 H 1.347 -2.532 0.903  0.004
42 H 3.979 -2.102 3.140  0.083

Atomic forces in eV per Å
Cl -0.163 0.064 0.017
Cl 0.038 0.019 -0.012
S 0.966 -0.048 -0.151
Si -0.339 -0.785 0.071
Si -0.214 -0.364 0.782
F 0.232 -0.250 -0.110
F -0.152 0.501 0.235
F -0.251 -0.461 0.381
O -0.501 0.698 0.190
O 0.740 0.258 -0.510
O -0.198 -0.730 -0.179
O -0.024 0.387 0.154
N -0.046 0.143 0.612
N -0.269 0.094 0.289
C -0.025 -0.159 0.027
C 0.162 0.254 -0.581
C 0.428 0.004 -0.806
C -0.058 -0.075 0.064
C -0.104 -0.038 -0.003
C 0.274 -0.019 -0.553
C -0.174 -0.208 -0.672
B 0.139 0.284 0.215
H 0.069 0.010 -0.030
H -0.031 0.119 -0.234
H 0.050 0.053 -0.022
H -0.154 0.036 -0.262
H -0.192 0.106 0.263
H 0.010 0.001 0.040
H -0.002 0.081 0.270
H 0.188 0.136 0.203
H 0.264 0.158 0.139
H -0.701 0.048 0.164
H -0.181 -0.105 0.128
H 0.076 0.058 0.335
H -0.066 -0.171 0.234
H -0.231 0.088 -0.149
H -0.036 0.010 -0.021
H 0.085 -0.032 -0.129
H 0.167 0.158 -0.311
H 0.298 0.017 0.092
H 0.068 -0.007 -0.132
H -0.143 -0.331 -0.035

For the HOMO energy, the calculation gives -8.1763 eV. Its molecular weight is 423.20 g mol⁻¹. Its charge is 0. Its spin multiplicity is 1. As for the gap between HOMO and LUMO: 7.831 eV. The total energy comes out at -79219.0523 eV. For the strongest force on any atom, the calculation gives 0.98 eV/Å.

---

Look up the spin multiplicity of the first one.
2

---

Which of these has the highest molecular weight?
C7H20BCl2F3N2O4SSi2

---

What did the second record say?
# C7H19NO3Tl

A molecular structure, C7H19NO3Tl in a non-equilibrium geometry (ωB97M-V with the def2-TZVPD basis set, OMol25).

Each line ends with the Löwdin charge.
Cartesian coordinates (Å):
1 Tl -29.103 26.371 -26.449  1.331
2 O -26.474 27.035 -27.997  -0.152
3 O -27.677 28.610 -25.524  -0.283
4 O -28.649 23.863 -27.760  -0.205
5 N -28.949 28.848 -27.915  0.012
6 C -27.706 29.893 -26.091  -0.150
7 C -25.202 26.386 -28.089  0.026
8 C -28.834 30.044 -27.101  -0.086
9 C -27.960 28.663 -28.944  -0.104
10 C -28.277 22.538 -27.374  -0.064
11 C -26.720 28.471 -24.456  0.010
12 C -26.498 28.289 -28.580  -0.140
13 H -26.954 27.626 -23.807  0.123
14 H -24.906 26.275 -29.138  0.138
15 H -26.187 29.015 -27.805  0.149
16 H -25.181 25.419 -27.595  0.117
17 H -25.891 28.456 -29.473  0.176
18 H -29.881 28.914 -28.345  0.180
19 H -28.894 22.126 -26.582  0.109
20 H -28.546 30.923 -27.702  0.192
21 H -28.432 21.891 -28.256  0.132
22 H -26.701 30.255 -26.369  0.163
23 H -24.439 27.009 -27.600  0.137
24 H -26.566 29.371 -23.864  0.128
25 H -28.274 23.967 -28.649  0.108
26 H -29.794 30.217 -26.612  0.167
27 H -27.213 22.368 -27.167  0.113
28 H -25.764 28.180 -24.916  0.122
29 H -28.269 27.967 -29.729  0.161
30 H -28.002 30.557 -25.252  0.199
31 H -27.823 29.579 -29.549  0.190

Atomic forces in eV per Å
Tl 0.150 -0.482 -0.389
O 0.126 0.328 -0.065
O -0.157 0.312 0.361
O 0.138 0.325 0.107
N -0.373 1.898 -1.570
C -0.045 -0.223 1.346
C 0.945 -0.289 -0.201
C 0.442 -0.851 0.405
C 0.440 -0.706 -1.108
C 0.135 -1.413 -0.477
C 1.275 -0.640 -0.181
C -0.946 0.337 0.686
H -0.614 0.099 -0.148
H -0.064 0.001 0.003
H 0.125 0.229 -0.017
H -0.587 0.023 -0.016
H 0.370 -0.405 0.110
H -0.036 -0.938 0.214
H -0.106 0.523 0.163
H -0.287 -0.059 -0.165
H -0.183 0.090 0.042
H 0.028 -0.079 -0.119
H -0.123 0.153 -0.080
H -0.304 0.154 -0.161
H -0.117 0.236 0.144
H 0.091 0.176 -0.043
H -0.014 0.590 0.227
H 0.074 0.265 0.058
H -0.462 -0.396 0.578
H 0.047 0.308 -0.218
H 0.033 0.433 0.512

Its energy relative to the best compared isomer or geometry (same formula, charge and spin) is 77.4 kJ/mol. For the HOMO energy, the calculation gives -20.3536 eV. Its molecular weight is 369.62 g mol⁻¹. Its charge is +3. Its spin multiplicity is 1. As for the gap between HOMO and LUMO: 3.126 eV. The total energy comes out at -19855.8432 eV. For the strongest force on any atom, the calculation gives 2.49 eV/Å.

---

Which value of strongest force on any atom does entry 1 give?
2.29 eV/Å